[1]
Entry from the OMol25 dataset: a gas-phase ion, C4H10N5O2 (charge +1) (ωB97M-V/def2-TZVPD).

Geometry (Å):
O -0.488 -1.901 -0.065
O 1.731 3.105 0.341
N -0.148 1.946 0.131
N -1.483 -1.768 -2.128
N 1.849 -1.418 1.132
N -1.429 0.090 -0.746
N 1.636 0.944 1.222
C -1.115 0.913 0.373
C 1.495 -0.275 0.683
C -1.101 -1.231 -0.891
C 1.148 2.074 0.564
H 1.113 -0.113 -0.285
H -1.804 -1.156 -2.854
H -0.406 2.580 -0.655
H 2.283 -1.809 2.014
H -1.395 -2.777 -2.265
H 1.873 0.923 2.229
H -2.047 1.412 0.574
H 1.611 -2.146 0.457
H -0.916 0.310 1.290
H -2.406 0.297 -1.120

Cartesian forces, eV/Å:
O -0.17 0.54 -0.13
O 0.77 -1.08 0.76
N -0.02 -0.06 -1.26
N 0.45 0.22 1.85
N 0.76 -2.44 0.42
N -2.50 0.36 -1.56
N 0.99 -2.89 2.82
C -0.65 -0.40 1.51
C 0.75 2.95 0.69
C -0.04 -1.89 -1.73
C -1.71 2.67 -1.57
H -0.36 -1.12 -1.30
H -0.08 -0.19 -0.20
H 0.50 -0.43 1.20
H -0.74 1.57 -1.22
H -0.07 0.84 0.04
H 0.18 0.93 -0.87
H -0.31 0.40 0.45
H -0.10 -0.07 0.43
H 0.22 0.46 -0.73
H 2.12 -0.38 0.39

The net charge is +1. The value obtained for the LUMO energy is -3.54 eV. As for the multiplicity: 1. As for the structure (SMILES): NC(=O)NCNC(=O)NC=[NH2+].

***

[2]
Entry from the OMol25 dataset: a molecular structure, C23H42Cl2LaN2O6P (ωB97M-V/def2-TZVPD).

Geometry (Å):
La 0.000 0.000 0.000
Cl 0.008 2.305 0.373
Cl 1.085 0.052 -2.035
P 2.491 0.343 1.672
O 2.676 -1.365 1.528
O -0.737 -0.250 1.932
O 0.134 -2.062 0.034
O 1.512 0.684 3.053
O 3.438 1.057 -4.175
O 2.575 2.053 1.632
N -2.346 0.216 3.464
N 1.238 -3.981 -0.458
C -2.098 0.722 -2.042
C -2.796 -0.789 -0.163
C -1.701 0.436 2.315
C 3.262 1.311 -5.350
C 3.591 3.776 -5.159
C 3.419 5.174 -7.106
C 2.056 -2.122 2.555
C 3.094 -2.809 3.435
C 3.775 2.548 2.164
C -3.458 1.051 3.864
C -4.226 -1.014 -0.559
C 1.437 0.139 5.404
C 3.320 2.654 -5.945
C -1.872 -0.052 -0.787
C 0.151 -4.841 -0.035
C -1.978 -0.877 4.340
C 3.150 4.063 -7.894
C 2.282 0.658 4.243
C 1.137 -2.651 -0.402
C 2.432 -4.616 -0.972
C 3.639 5.029 -5.739
C 3.453 3.879 2.843
C 3.100 2.806 -7.313
H 2.575 -3.443 4.187
H 3.038 0.500 -6.075
H 3.458 6.156 -7.557
H 3.150 -3.860 -1.272
H -1.542 0.269 -2.862
H 2.589 1.686 4.511
H 3.849 5.899 -5.132
H 1.108 -0.904 5.232
H -1.676 -0.497 5.316
H -3.630 1.818 3.116
H -3.252 1.534 4.820
H -4.365 0.455 3.968
H 3.018 4.587 2.105
H -0.162 -5.482 -0.858
H 2.699 3.738 3.649
H -4.399 -2.062 -0.821
H 0.543 0.784 5.537
H 1.996 -2.098 -0.778
H 4.249 1.877 2.912
H 0.466 -5.471 0.797
H -2.502 -1.336 0.730
H -3.150 0.777 -2.332
H 3.742 -3.457 2.811
H 3.730 -2.079 3.966
H 2.038 0.159 6.336
H 2.194 -5.232 -1.840
H 3.758 3.638 -4.100
H -0.683 -4.223 0.275
H 3.190 0.030 4.171
H -4.906 -0.788 0.267
H 2.979 4.179 -8.955
H 1.307 -1.582 3.148
H -2.064 1.276 1.728
H 4.364 4.325 3.285
H -1.155 -1.421 3.894
H 2.890 1.932 -7.920
H -1.716 1.737 -1.945
H 1.465 -2.934 2.097
H -2.825 -1.550 4.478
H 4.501 2.727 1.340
H -4.530 -0.413 -1.412
H 2.888 -5.251 -0.212

Cartesian forces, eV/Å:
La 5.45 2.51 1.45
Cl -0.45 7.19 1.14
Cl 4.06 -0.07 -7.17
P 0.10 3.33 -0.83
O -1.11 -0.18 2.18
O -3.17 -0.68 7.10
O 1.11 -7.90 0.26
O 0.74 -2.63 -0.55
O 0.04 0.29 -1.02
O 0.97 0.07 -0.30
N 0.06 0.06 -0.41
N 0.06 0.48 -0.05
C -0.57 0.03 -0.35
C 0.03 0.18 -0.54
C 0.24 -0.36 1.17
C 0.07 -0.65 0.97
C -0.02 -0.19 -0.03
C 0.00 -0.07 0.02
C -0.28 -2.20 0.27
C 0.10 -0.22 0.23
C 0.51 1.15 -0.18
C -0.11 0.02 0.04
C -0.26 -0.10 0.00
C -0.18 -0.14 0.20
C 0.01 0.54 -0.21
C -8.00 -0.33 -3.28
C -0.02 0.00 0.04
C -0.02 -0.01 0.04
C 0.02 0.10 0.01
C -0.15 0.13 1.22
C -0.13 -1.30 -0.14
C 0.11 -0.08 -0.07
C 0.00 0.05 -0.09
C -0.07 0.37 0.19
C 0.03 -0.07 0.21
H 0.37 0.33 -0.37
H 0.00 0.02 0.07
H 0.00 0.02 -0.01
H 0.04 0.09 -0.01
H -0.02 -0.01 -0.06
H 0.08 -0.35 -0.33
H 0.00 0.01 0.01
H 0.12 0.52 0.09
H 0.01 0.04 0.01
H 0.02 0.06 -0.07
H 0.05 0.00 0.02
H -0.03 -0.04 0.00
H 0.30 -0.48 0.45
H 0.01 -0.01 -0.05
H 0.46 0.06 -0.50
H 0.03 -0.03 0.01
H 0.50 -0.39 -0.06
H 0.11 -0.02 -0.05
H -0.07 0.13 -0.37
H 0.05 -0.02 0.03
H -0.03 -0.20 0.11
H -0.11 0.09 -0.08
H -0.30 0.37 0.40
H -0.21 -0.34 -0.21
H -0.36 0.03 -0.42
H -0.04 -0.01 -0.03
H -0.02 -0.02 0.05
H -0.08 0.06 0.03
H -0.20 0.27 -0.14
H 0.01 0.01 0.03
H -0.01 0.00 -0.02
H 0.45 0.34 -0.25
H 0.00 0.20 -0.01
H -0.37 -0.11 -0.18
H 0.09 -0.03 -0.03
H -0.01 -0.03 0.00
H 0.05 0.12 0.01
H 0.13 0.16 -0.08
H -0.06 -0.01 -0.02
H -0.13 -0.17 0.49
H 0.03 0.05 -0.04
H -0.02 0.00 0.05

The net charge is 0. The value obtained for the LUMO energy (alpha / beta) is -0.46 / -0.48 eV. As for the multiplicity: 1.

***

[3]
Entry from the OMol25 dataset: 2 unconnected molecules or ions with the total composition C12H18ClN2O2 (ωB97M-V/def2-TZVPD).

Geometry (Å):
Cl 0.386 -0.646 -3.561
O 1.757 1.500 0.617
O 2.730 -0.457 0.072
N -2.194 -0.564 -2.964
N -0.051 0.069 2.350
C -2.244 -2.040 -3.043
C -3.446 0.192 -2.792
C -1.281 1.979 3.146
C -0.392 1.406 2.261
C -1.052 0.066 -3.044
C -1.539 -0.139 4.226
C 3.787 0.439 -0.359
C 1.748 0.259 0.708
C -0.644 -0.699 3.338
C 0.819 -0.520 1.448
C 4.838 -0.330 -1.109
C -1.881 1.216 4.145
H -3.603 0.884 -3.631
H 4.531 -0.509 -2.142
H 0.120 1.970 1.499
H 5.731 0.294 -1.152
H -0.322 -1.737 3.337
H -3.290 -2.320 -2.940
H -1.962 -0.788 4.990
H -2.588 1.659 4.838
H 0.951 -1.591 1.516
H -0.985 1.129 -2.824
H 3.380 1.230 -0.997
H -4.263 -0.533 -2.754
H -1.645 -2.477 -2.235
H -1.843 -2.383 -4.002
H -3.420 0.783 -1.867
H 4.234 0.894 0.533
H -1.472 3.041 3.023
H 5.103 -1.274 -0.631

Cartesian forces, eV/Å:
Cl -0.59 0.06 0.54
O -0.20 -0.79 0.06
O -0.21 0.54 0.05
N 1.94 0.47 -0.06
N -0.79 0.40 0.16
C -0.06 -0.07 -0.20
C -0.36 0.45 0.26
C -0.02 -0.32 0.19
C 0.04 -0.53 0.45
C -0.81 -0.56 -0.27
C 0.03 -0.09 -0.11
C 0.25 -0.19 0.03
C -0.10 0.81 0.08
C 0.31 0.70 -0.55
C 0.63 -0.23 -0.47
C 0.13 -0.11 -0.29
C 0.13 -0.06 -0.13
H 0.13 -0.38 0.17
H 0.01 -0.21 0.08
H 0.00 -0.17 -0.03
H 0.06 -0.06 -0.03
H -0.18 0.26 0.17
H 0.23 -0.16 -0.05
H 0.06 0.20 -0.17
H 0.14 -0.11 -0.07
H -0.02 0.16 0.20
H -0.22 -0.10 -0.14
H 0.02 -0.11 0.30
H 0.16 0.32 0.04
H -0.16 0.20 -0.14
H -0.16 0.10 0.15
H 0.01 -0.30 -0.18
H -0.26 0.03 -0.15
H -0.09 -0.22 0.13
H -0.07 0.09 -0.01

The net charge is +1. The value obtained for the LUMO energy is -4.91 eV. As for the multiplicity: 1.

***

[4]
Entry from the OMol25 dataset: a single C5H9N molecule (ωB97M-V/def2-TZVPD).

Geometry (Å):
N -1.111 -1.969 -2.746
C -1.443 -1.025 -0.327
C -1.390 -1.592 -1.688
C 0.925 1.791 0.758
C 0.035 -0.493 -0.218
C 0.835 0.265 0.873
H 1.860 -0.090 0.693
H 0.031 2.307 1.115
H 0.145 0.107 -1.123
H 0.599 -1.410 -0.396
H 1.113 2.107 -0.277
H -2.261 -0.297 -0.285
H 0.600 -0.025 1.902
H -1.711 -1.832 0.366
H 1.772 2.156 1.352

Cartesian forces, eV/Å:
N -0.58 0.25 0.94
C 0.08 0.12 0.08
C 0.15 -0.36 -0.83
C -0.12 0.06 0.01
C 0.25 -0.05 -0.25
C -0.03 -0.07 0.09
H -0.19 -0.04 0.19
H -0.02 -0.06 -0.07
H 0.19 -0.05 -0.07
H 0.08 0.09 -0.12
H -0.10 -0.14 0.15
H 0.36 0.14 0.06
H -0.15 -0.04 -0.15
H 0.30 0.22 0.02
H -0.23 -0.09 -0.06

The net charge is 0. The value obtained for the LUMO energy is 0.82 eV. As for the multiplicity: 1. As for the structure (SMILES): CCCCC#N.

***

[5]
Entry from the OMol25 dataset: 2 unconnected molecules or ions with the total composition C4H9BrNO (ωB97M-V/def2-TZVPD).

Geometry (Å):
Br 0.046 3.624 0.775
O -1.242 1.257 1.716
N 0.748 0.860 0.615
C 0.315 -0.642 -1.308
C 0.041 -1.472 0.908
C -0.447 1.728 0.752
C 0.371 -0.501 0.101
H -2.203 1.365 1.659
H -0.439 -2.398 0.642
H -0.178 -1.602 -1.579
H 1.319 1.267 -0.126
H 0.416 -1.533 1.989
H 1.220 0.939 1.566
H -0.258 0.189 -1.745
H -1.612 1.572 -1.281
H 1.343 -0.663 -1.940

Cartesian forces, eV/Å:
Br -0.35 -1.34 -0.13
O 1.01 -0.28 -0.29
N 0.24 -0.06 0.85
C 0.98 0.14 -4.50
C 1.25 -0.84 3.71
C -0.65 1.23 1.09
C 0.21 -0.35 1.61
H 0.14 0.46 -0.44
H 0.21 -0.07 -0.73
H 0.27 0.78 0.23
H 0.41 0.36 0.36
H -1.14 0.73 -1.36
H -0.10 -0.74 -1.36
H 0.00 -0.25 -0.30
H -0.51 0.08 -0.62
H -1.97 0.15 1.88

The net charge is +1. The value obtained for the LUMO energy (alpha / beta) is -3.66 / -6.17 eV. As for the multiplicity: 3.

***

[6]
Entry from the OMol25 dataset: a single C18H24N2O2S molecule (ωB97M-V/def2-TZVPD).

Geometry (Å):
S 2.010 -0.453 -0.495
O 1.035 2.592 -0.386
O -1.540 0.404 -0.645
N 4.091 0.142 1.021
N 4.490 -1.085 -0.966
C -4.768 1.874 0.326
C 5.776 -1.111 -0.685
C -2.837 0.530 -0.214
C 6.301 -0.518 0.459
C -5.432 0.744 0.753
C -0.374 2.603 -0.476
C -3.475 1.764 -0.151
C -1.574 -2.100 0.834
C -2.594 -2.273 -1.453
C -3.515 -0.640 0.182
C 1.580 2.001 0.765
C -0.933 1.460 -1.356
C 1.329 0.503 0.903
C -4.805 -0.488 0.671
C 3.701 -0.458 -0.099
C -3.800 -3.141 0.530
C -2.881 -2.019 0.034
C 5.384 0.107 1.291
H -1.227 -3.130 0.873
H -2.963 2.656 -0.475
H -5.359 -1.352 0.997
H -0.626 3.565 -0.935
H 5.681 0.601 2.208
H 7.353 -0.540 0.684
H 1.187 2.494 1.670
H -0.801 -1.505 0.362
H -6.438 0.811 1.140
H -0.091 0.998 -1.879
H -2.163 -3.263 -1.584
H -1.630 1.860 -2.101
H -3.300 -4.098 0.387
H 6.403 -1.626 -1.402
H 0.263 0.284 0.902
H -0.820 2.561 0.525
H -4.017 -3.033 1.591
H -4.732 -3.168 -0.029
H -1.892 -1.542 -1.841
H 2.654 2.190 0.701
H 1.794 0.130 1.813
H -3.515 -2.216 -2.030
H -5.242 2.844 0.365
H -1.728 -1.749 1.852

Cartesian forces, eV/Å:
S -0.58 -0.01 0.01
O -0.05 0.03 -0.23
O -0.30 -0.31 0.24
N -0.22 0.06 0.08
N -0.38 -0.13 -0.35
C -0.09 -0.05 0.04
C 0.29 0.12 0.28
C -0.12 0.09 0.05
C -0.16 0.01 -0.02
C -0.11 0.14 0.02
C -0.06 -0.13 -0.14
C 0.28 0.04 -0.13
C -0.06 0.00 -0.10
C 0.00 0.03 0.10
C 0.14 -0.02 -0.04
C 0.18 -0.09 0.29
C 0.20 0.48 -0.12
C 0.29 0.04 -0.45
C 0.04 0.06 -0.01
C 0.22 0.13 0.31
C 0.11 0.23 -0.08
C 0.11 -0.16 -0.04
C 0.41 -0.13 -0.11
H 0.05 -0.14 0.01
H 0.07 0.08 -0.02
H -0.01 -0.15 0.01
H -0.08 -0.09 0.08
H 0.14 0.00 0.03
H 0.11 0.00 0.02
H 0.04 0.00 -0.09
H 0.10 0.02 0.06
H -0.09 0.01 0.03
H -0.10 0.16 0.01
H 0.05 -0.15 -0.03
H 0.02 -0.07 0.06
H 0.06 -0.06 -0.02
H 0.13 -0.02 0.00
H -0.01 -0.06 0.06
H -0.06 0.02 -0.06
H -0.09 -0.02 0.13
H -0.14 -0.02 -0.01
H 0.04 0.03 -0.09
H -0.16 -0.03 0.13
H -0.12 0.03 0.04
H -0.09 -0.03 -0.09
H -0.03 0.08 0.01
H 0.03 0.02 0.14

The net charge is 0. The value obtained for the LUMO energy is 0.78 eV. As for the multiplicity: 1. As for the structure (SMILES): CC(C)(C)c1ccccc1OCCOCCSc1ncccn1.

***

[7]
Entry from the OMol25 dataset: a single C2H4NP molecule (ωB97M-V/def2-TZVPD).

Geometry (Å):
P -1.338 -0.297 0.647
N 1.648 -0.439 0.369
C 0.444 -0.280 0.091
C -0.415 0.195 -0.977
H -0.304 1.278 -1.041
H -0.476 -0.412 -1.964
H 2.013 -0.852 1.312
H -1.573 0.807 1.563

Cartesian forces, eV/Å:
P -0.15 -1.39 -0.23
N 1.49 -1.07 0.89
C -0.11 -0.15 1.75
C 0.19 0.21 -0.65
H -0.03 -0.14 -0.65
H -0.36 1.15 1.91
H -1.73 1.22 -1.96
H 0.71 0.18 -1.06

The net charge is 0. The value obtained for the LUMO energy is 0.79 eV. As for the multiplicity: 1. As for the structure (SMILES): [H]/N=C1/CP1.

***

[8]
Entry from the OMol25 dataset: a single C3H7NO molecule (ωB97M-V/def2-TZVPD).

Geometry (Å):
O 0.689 -0.516 -1.294
N -0.654 0.024 0.429
C -1.822 -0.277 -0.375
C 0.561 -0.092 -0.143
C 1.854 0.395 0.428
H -1.512 -0.217 -1.421
H -2.609 0.455 -0.183
H -2.197 -1.288 -0.191
H -0.753 0.259 1.402
H 2.169 0.418 -0.659
H 2.450 -0.407 0.869
H 1.824 1.245 1.139

Cartesian forces, eV/Å:
O -0.97 -0.44 0.00
N 0.06 -0.02 0.07
C -0.22 -0.04 -0.03
C -0.25 -0.44 -0.53
C 0.09 -0.32 -0.50
H -0.14 -0.01 0.21
H 0.03 -0.12 0.04
H -0.01 0.12 0.00
H 0.11 0.07 -0.14
H 1.46 1.49 1.66
H -0.29 -0.11 0.12
H 0.13 -0.18 -0.91

The net charge is 0. The value obtained for the LUMO energy is 0.93 eV. As for the multiplicity: 1. As for the structure (SMILES): CNC(C)=O.

***

F_max / eV/Å: 4.16, 8.65, 1.99, 1.13, 4.60, 0.58, 2.88, 2.67
Energy above the lowest of the compared OMol25 structures with the same formula, charge and spin / kcal per mole: 0.0, 188.7, 33.5, 19.1, 30.8, 59.3, 36.9, 25.1